A) This record from the OMol25 dataset describes a molecular structure, C19H9Br2Cl3N3O6Ti. The level of theory is wB97M-V/def2-TZVPD.

E_LUMO (spin up / spin down): 2.296 / 2.029 eV
molar mass: 689.33 g mol⁻¹
net charge: -1
orbital gap (spin up / spin down): 5.4783 / 8.4992 eV
multiplicity: 3
HOMO level (spin up / spin down): -3.18 / -6.47 eV

Positions of all 43 atoms, in Å:
Ti  -0.721  -0.375  -0.371
O  -0.466  0.083  3.738
C  -0.829  0.087  2.578
O  -0.633  -0.820  1.679
C  -1.628  1.253  2.033
C  -2.155  2.307  2.753
C  -2.933  3.239  2.076
C  -3.165  3.092  0.716
C  -2.585  2.019  0.065
N  -1.833  1.144  0.724
C  -2.663  1.703  -1.414
O  -3.372  2.379  -2.140
O  -1.909  0.712  -1.731
H  -1.954  2.376  3.813
H  -3.364  4.076  2.612
H  -3.775  3.782  0.150
Br  4.772  3.544  0.101
C  3.260  2.424  -0.123
C  2.011  3.013  -0.441
C  0.939  2.176  -0.551
N  1.000  0.836  -0.390
C  2.236  0.258  -0.138
C  3.376  1.079  0.028
C  2.261  -1.159  -0.018
C  3.440  -1.921  0.170
C  3.329  -3.276  0.275
Br  4.890  -4.327  0.523
C  2.087  -3.916  0.197
C  0.991  -3.103  0.005
N  1.057  -1.781  -0.100
H  1.905  4.076  -0.588
H  -0.037  2.576  -0.792
H  4.331  0.642  0.278
H  4.409  -1.450  0.218
H  1.988  -4.987  0.273
H  0.001  -3.539  -0.067
Cl  -2.904  -4.461  -2.144
C  -2.549  -2.737  -2.095
Cl  -2.619  -2.226  -0.365
Cl  -3.759  -1.834  -3.002
C  -1.114  -2.417  -2.711
O  -0.782  -3.118  -3.639
O  -0.533  -1.429  -2.183

---

B) This record from the OMol25 dataset describes a molecular structure, C19H9Br2Cl3N3O6Ti. The level of theory is wB97M-V/def2-TZVPD.

E_LUMO (spin up / spin down): 2.320 / 1.931 eV
molar mass: 689.33 g mol⁻¹
net charge: -1
orbital gap (spin up / spin down): 5.4854 / 8.2975 eV
multiplicity: 3
HOMO level (spin up / spin down): -3.17 / -6.37 eV

Positions of all 43 atoms, in Å:
Ti  -0.462  -0.649  0.173
O  1.971  -3.860  0.149
C  1.393  -2.820  0.352
O  0.301  -2.382  -0.233
C  1.901  -1.776  1.325
C  3.101  -1.781  2.001
C  3.467  -0.646  2.719
C  2.644  0.475  2.702
C  1.454  0.414  2.011
N  1.084  -0.714  1.390
C  0.463  1.537  1.775
O  0.613  2.643  2.232
O  -0.514  1.115  1.004
H  3.733  -2.656  1.933
H  4.404  -0.624  3.260
H  2.912  1.400  3.196
Br  3.142  3.699  -3.478
C  2.178  2.304  -2.637
C  2.901  1.273  -1.992
C  2.159  0.328  -1.341
N  0.814  0.288  -1.312
C  0.127  1.243  -2.028
C  0.823  2.306  -2.662
C  -1.279  1.075  -2.100
C  -2.129  1.919  -2.860
C  -3.445  1.608  -2.941
Br  -4.600  2.703  -3.968
C  -3.982  0.483  -2.280
C  -3.119  -0.257  -1.520
N  -1.799  0.003  -1.409
H  3.979  1.239  -1.981
H  2.663  -0.463  -0.796
H  0.287  3.099  -3.160
H  -1.739  2.781  -3.377
H  -5.028  0.226  -2.336
H  -3.468  -1.098  -0.936
Cl  -0.819  -3.266  3.031
C  -2.189  -2.145  3.236
Cl  -1.605  -0.601  3.898
Cl  -3.314  -2.862  4.408
C  -2.883  -1.908  1.858
O  -4.055  -2.180  1.723
O  -2.083  -1.473  0.971

---

Name the least stable of them. A).

---

A) This record from the OMol25 dataset describes a molecular structure, C34H28F4NO2PPbS. The level of theory is wB97M-V/def2-TZVPD.

E_LUMO (spin up / spin down): -0.552 / -0.638 eV
molar mass: 828.84 g mol⁻¹
net charge: 0
orbital gap (spin up / spin down): 6.0042 / 4.0859 eV
HOMO level (spin up / spin down): -6.56 / -4.72 eV

Positions of all 72 atoms, in Å:
Pb  -0.137  1.311  -1.722
S  -2.903  4.395  0.832
C  -2.401  3.170  1.899
C  -1.592  2.188  1.296
C  -1.399  2.391  -0.126
C  -2.137  3.543  -0.544
C  -2.070  4.087  -1.884
C  -2.723  5.279  -2.254
C  -2.623  5.681  -3.585
C  -1.780  4.999  -4.468
C  -1.210  3.792  -4.036
N  -1.251  3.392  -2.766
H  -2.600  3.260  2.984
H  -1.008  1.438  1.810
H  -3.270  5.889  -1.544
H  -3.167  6.589  -3.959
H  -1.479  5.323  -5.484
H  -0.644  3.153  -4.672
F  -3.198  -4.937  4.884
C  -3.177  -3.703  5.587
F  -3.323  -4.060  6.904
F  -4.322  -2.965  5.297
C  -1.912  -3.031  5.187
C  -1.958  -2.052  4.198
C  -0.799  -1.746  3.510
C  0.531  -2.201  3.949
C  0.564  -3.083  5.040
C  -0.654  -3.539  5.548
C  1.750  -1.709  3.407
C  2.847  -1.422  2.911
H  -2.979  -1.555  4.091
H  -0.829  -1.241  2.528
H  1.508  -3.393  5.376
H  -0.642  -4.354  6.238
F  5.509  0.070  -4.754
C  4.246  0.385  -4.303
C  3.211  -0.558  -4.271
C  1.982  -0.143  -3.660
C  1.747  1.057  -3.132
C  2.771  2.037  -3.258
C  4.044  1.677  -3.743
H  3.304  -1.554  -4.772
H  1.184  -0.883  -3.647
H  2.568  3.055  -2.891
H  4.834  2.386  -3.872
C  3.979  1.053  1.183
P  3.987  0.032  2.762
C  5.641  -0.728  2.709
C  3.743  1.080  4.186
H  4.638  0.564  0.418
H  4.496  2.015  1.358
H  2.976  1.216  0.667
H  5.912  -1.024  1.700
H  5.422  -1.536  3.400
H  6.437  -0.035  3.085
H  4.713  1.061  4.690
H  3.013  0.670  4.868
H  3.460  2.132  3.987
O  -0.634  -1.081  -1.509
C  -1.624  -0.915  -2.312
O  -1.853  0.190  -2.886
C  -2.528  -2.096  -2.651
C  -3.855  -1.892  -3.036
C  -4.683  -2.971  -3.274
C  -4.229  -4.295  -3.031
C  -2.910  -4.497  -2.780
C  -2.069  -3.406  -2.514
H  -4.224  -0.891  -3.151
H  -5.650  -2.808  -3.762
H  -4.978  -5.122  -3.083
H  -2.512  -5.507  -2.954
H  -1.078  -3.631  -2.196

---

B) This record from the OMol25 dataset describes a molecular structure, C34H28F4NO2PPbS. The level of theory is wB97M-V/def2-TZVPD.

E_LUMO: -1.069 eV
molar mass: 828.84 g mol⁻¹
net charge: 0
orbital gap: 7.4745 eV
HOMO level: -8.54 eV

Positions of all 72 atoms, in Å:
Pb  -0.505  -0.100  0.052
S  -1.409  -0.408  4.866
C  -0.984  1.201  4.466
C  -0.676  1.399  3.158
C  -0.794  0.226  2.364
C  -1.119  -0.865  3.155
C  -1.260  -2.254  2.635
C  -1.869  -3.241  3.418
C  -1.955  -4.560  2.933
C  -1.455  -4.832  1.674
C  -0.777  -3.808  1.014
N  -0.676  -2.549  1.435
H  -1.020  1.985  5.211
H  -0.347  2.326  2.739
H  -2.380  -2.993  4.371
H  -2.346  -5.397  3.528
H  -1.564  -5.781  1.187
H  -0.290  -4.046  0.061
F  9.070  -2.596  0.363
C  8.737  -1.277  0.556
F  9.356  -0.545  -0.437
F  9.278  -0.904  1.737
C  7.247  -1.049  0.506
C  6.624  -0.228  -0.451
C  5.286  0.044  -0.388
C  4.438  -0.603  0.516
C  5.035  -1.485  1.437
C  6.397  -1.682  1.457
C  3.036  -0.422  0.438
C  1.832  -0.245  0.215
H  7.245  0.215  -1.262
H  4.804  0.703  -1.096
H  4.366  -1.980  2.150
H  6.835  -2.401  2.139
F  -0.321  -1.940  -6.195
C  -0.463  -1.792  -4.832
C  -1.619  -1.186  -4.342
C  -1.654  -0.857  -2.955
C  -0.578  -1.071  -2.091
C  0.517  -1.745  -2.622
C  0.585  -2.166  -3.952
H  -2.482  -0.929  -4.995
H  -2.565  -0.413  -2.572
H  1.323  -1.951  -1.915
H  1.426  -2.733  -4.336
C  2.202  3.630  -0.179
P  0.500  2.993  -0.609
C  -0.642  4.360  -0.139
C  0.523  3.200  -2.430
H  2.706  4.110  -1.053
H  2.787  2.754  0.158
H  2.193  4.353  0.644
H  -0.473  4.668  0.912
H  -1.666  4.031  -0.284
H  -0.486  5.234  -0.798
H  0.831  4.217  -2.725
H  -0.483  3.019  -2.818
H  1.170  2.465  -2.915
O  -3.385  -0.853  0.206
C  -3.570  0.378  0.025
O  -2.626  1.272  -0.088
C  -4.996  0.882  -0.089
C  -5.262  2.205  -0.394
C  -6.585  2.643  -0.557
C  -7.649  1.746  -0.417
C  -7.392  0.404  -0.157
C  -6.089  -0.014  0.052
H  -4.385  2.874  -0.480
H  -6.763  3.674  -0.881
H  -8.684  2.066  -0.573
H  -8.222  -0.308  -0.041
H  -5.883  -1.073  0.290

---

Name the least stable of them. A).

---

A) This record from the OMol25 dataset describes a molecular structure, C21H22NPPtSe2. The level of theory is wB97M-V/def2-TZVPD.

E_LUMO (spin up / spin down): -5.725 / -10.218 eV
molar mass: 672.39 g mol⁻¹
net charge: +2
orbital gap (spin up / spin down): 7.1342 / 4.4762 eV
multiplicity: 5
HOMO level (spin up / spin down): -12.86 / -14.69 eV

Positions of all 48 atoms, in Å:
Pt  0.470  0.491  -1.219
Se  0.661  1.499  1.141
P  0.028  -0.474  1.754
Se  -0.468  -1.587  -0.039
C  -1.530  -0.184  2.764
C  -1.949  -1.129  3.702
C  -3.078  -0.834  4.466
C  -3.734  0.385  4.330
C  -3.376  1.228  3.259
C  -2.277  0.939  2.472
C  1.229  -1.217  2.848
C  2.405  -1.652  2.234
C  3.339  -2.533  2.868
C  3.069  -2.919  4.168
C  1.945  -2.407  4.818
C  1.028  -1.548  4.218
H  -1.488  -2.083  3.832
H  -3.465  -1.648  5.072
H  -4.606  0.674  4.900
H  -4.115  2.084  3.122
H  -1.922  1.574  1.667
H  2.617  -1.239  1.299
H  4.233  -2.843  2.362
H  3.634  -3.745  4.684
H  1.674  -2.844  5.796
H  0.206  -1.196  4.872
C  1.874  -1.451  -3.393
N  0.737  -0.477  -3.183
C  -0.584  -1.082  -3.530
C  1.029  0.517  -4.232
C  0.375  1.762  -3.832
C  0.143  2.762  -4.831
C  -0.470  3.965  -4.484
C  -0.889  4.119  -3.199
C  -0.641  3.226  -2.185
C  0.012  2.027  -2.498
H  1.887  -1.861  -4.416
H  1.808  -2.258  -2.676
H  2.789  -0.881  -3.162
H  -0.407  -1.633  -4.466
H  -1.324  -0.327  -3.843
H  -1.086  -1.770  -2.842
H  0.698  0.166  -5.243
H  2.132  0.671  -4.276
H  0.229  2.466  -5.853
H  -0.710  4.734  -5.231
H  -1.308  5.042  -2.884
H  -0.826  3.493  -1.133

---

B) This record from the OMol25 dataset describes a molecular structure, C21H22NPPtSe2. The level of theory is wB97M-V/def2-TZVPD.

E_LUMO (spin up / spin down): -6.153 / -9.932 eV
molar mass: 672.39 g mol⁻¹
net charge: +2
orbital gap (spin up / spin down): 7.1125 / 4.7407 eV
multiplicity: 5
HOMO level (spin up / spin down): -13.27 / -14.67 eV

Positions of all 48 atoms, in Å:
Pt  -1.573  -0.620  -0.789
Se  0.838  -1.092  -1.281
P  1.036  -1.099  0.918
Se  -0.965  -1.165  1.766
C  2.075  -2.456  1.407
C  3.106  -2.880  0.554
C  4.005  -3.857  0.965
C  3.738  -4.630  2.101
C  2.645  -4.253  2.897
C  1.797  -3.233  2.570
C  1.959  0.370  1.281
C  1.484  1.342  2.113
C  2.188  2.521  2.274
C  3.302  2.792  1.494
C  3.859  1.757  0.742
C  3.145  0.588  0.561
H  3.229  -2.410  -0.391
H  4.937  -3.972  0.428
H  4.334  -5.510  2.333
H  2.455  -4.824  3.816
H  0.973  -2.972  3.218
H  0.506  1.237  2.604
H  1.834  3.234  3.024
H  3.763  3.790  1.533
H  4.873  1.703  0.354
H  3.527  -0.216  -0.058
C  -4.271  -1.416  -0.735
N  -3.541  -0.299  -1.430
C  -3.666  -0.379  -2.894
C  -3.931  1.058  -0.875
C  -2.737  1.965  -1.212
C  -2.849  3.314  -1.512
C  -1.760  4.014  -2.125
C  -0.517  3.412  -2.146
C  -0.343  2.107  -1.676
C  -1.455  1.363  -1.260
H  -5.361  -1.367  -0.840
H  -4.084  -1.288  0.357
H  -3.933  -2.394  -1.080
H  -4.719  -0.445  -3.242
H  -3.083  -1.222  -3.231
H  -3.252  0.520  -3.285
H  -4.040  0.972  0.199
H  -4.854  1.501  -1.340
H  -3.788  3.820  -1.424
H  -1.853  5.002  -2.456
H  0.327  3.958  -2.540
H  0.640  1.657  -1.687

---

Name the least stable of them. A).

---

A) This record from the OMol25 dataset describes 3 unconnected molecules or ions with the total composition C19H43N2O14P3. The level of theory is wB97M-V/def2-TZVPD.

E_LUMO: 0.150 eV
molar mass: 616.48 g mol⁻¹
net charge: 0
orbital gap: 9.3452 eV
HOMO level: -9.20 eV
structure (SMILES): CN(C)C(=O)C[C@]1(O)OC(=O)O[C@@H]1P(N)O.CCOP(=O)(OCC)OCC.CCOP(=O)(OCC)OCC

Positions of all 81 atoms, in Å:
C  1.183  -3.934  3.077
N  0.497  -3.356  1.921
C  0.926  -3.929  0.643
C  0.582  -1.933  1.948
O  1.464  -1.290  1.456
C  -0.552  -1.231  2.719
C  -1.333  -0.393  1.733
O  -0.606  0.592  1.073
O  -2.462  0.370  2.246
C  -3.102  0.712  1.054
O  -3.812  1.654  0.888
O  -2.765  -0.193  0.051
C  -2.175  -1.265  0.796
P  -3.741  -2.047  1.540
N  -3.769  -3.627  0.828
O  -3.547  -2.288  3.185
H  2.259  -4.037  2.914
H  0.725  -4.889  3.331
H  1.064  -3.304  3.962
H  0.040  -4.208  0.065
H  1.490  -4.848  0.792
H  1.532  -3.259  0.034
H  -0.112  -0.627  3.515
H  -1.175  -1.988  3.189
H  -0.436  1.266  1.740
H  -1.567  -1.977  0.237
H  -4.393  -4.213  1.376
H  -2.844  -4.042  0.968
H  -3.424  -3.227  3.361
C  5.917  2.935  5.810
C  4.958  2.199  4.894
O  5.129  2.594  3.537
P  6.047  1.708  2.498
O  5.695  0.292  2.801
O  5.256  1.953  1.097
C  4.883  0.856  0.257
C  3.424  0.506  0.460
O  7.029  2.963  2.087
C  8.137  3.312  2.919
C  8.975  2.118  3.325
H  6.947  2.617  5.628
H  5.685  2.733  6.857
H  5.868  4.011  5.640
H  5.072  1.120  5.016
H  3.931  2.451  5.166
H  5.524  -0.008  0.434
H  5.048  1.171  -0.776
H  3.201  0.323  1.506
H  3.153  -0.378  -0.114
H  2.790  1.337  0.142
H  7.779  3.862  3.794
H  8.752  4.005  2.344
H  8.396  1.413  3.934
H  9.840  2.435  3.908
H  9.325  1.577  2.444
C  -5.150  1.290  -1.924
C  -6.035  0.551  -2.909
O  -5.834  1.027  -4.241
P  -4.830  0.246  -5.275
O  -5.114  -1.202  -5.066
O  -5.575  0.519  -6.703
C  -5.846  -0.552  -7.605
C  -7.292  -0.989  -7.486
O  -3.900  1.566  -5.583
C  -2.852  1.929  -4.680
C  -1.975  0.759  -4.286
H  -4.100  1.036  -2.084
H  -5.404  1.025  -0.900
H  -5.253  2.369  -2.043
H  -5.865  -0.524  -2.836
H  -7.084  0.733  -2.665
H  -5.167  -1.388  -7.439
H  -5.656  -0.179  -8.614
H  -7.547  -1.234  -6.456
H  -7.487  -1.860  -8.114
H  -7.957  -0.180  -7.795
H  -3.279  2.417  -3.800
H  -2.246  2.678  -5.191
H  -2.548  0.000  -3.739
H  -1.158  1.090  -3.646
H  -1.556  0.278  -5.172

---

B) This record from the OMol25 dataset describes 3 unconnected molecules or ions with the total composition C19H43N2O14P3. The level of theory is wB97M-V/def2-TZVPD.

E_LUMO: 0.159 eV
molar mass: 616.48 g mol⁻¹
net charge: 0
orbital gap: 9.5154 eV
HOMO level: -9.36 eV
structure (SMILES): CN(C)C(=O)C[C@]1(O)OC(=O)O[C@@H]1P(N)O.CCOP(=O)(OCC)OCC.CCOP(=O)(OCC)OCC

Positions of all 81 atoms, in Å:
C  1.864  3.985  2.557
N  1.044  3.385  1.500
C  -0.380  3.729  1.597
C  1.276  1.981  1.425
O  0.645  1.167  2.023
C  2.445  1.586  0.526
C  1.919  0.797  -0.650
O  1.244  -0.372  -0.308
O  2.916  0.337  -1.624
C  2.108  -0.054  -2.682
O  2.399  -0.848  -3.514
O  0.892  0.595  -2.617
C  1.134  1.636  -1.653
P  2.164  2.836  -2.715
N  1.105  4.187  -2.716
O  3.499  3.311  -1.850
H  1.395  3.892  3.541
H  2.072  5.028  2.319
H  2.834  3.484  2.618
H  -0.743  4.067  0.623
H  -0.530  4.558  2.288
H  -0.998  2.893  1.926
H  3.158  1.006  1.116
H  2.945  2.487  0.184
H  1.915  -0.988  0.010
H  0.252  2.114  -1.224
H  1.616  5.018  -3.004
H  0.791  4.389  -1.765
H  3.390  4.203  -1.499
C  3.989  -3.241  7.118
C  3.292  -2.477  6.010
O  2.011  -3.034  5.709
P  0.665  -2.425  6.339
O  0.781  -0.971  6.509
O  -0.365  -2.684  5.140
C  -1.205  -1.640  4.637
C  -0.628  -1.048  3.369
O  0.123  -3.668  7.170
C  0.630  -3.976  8.482
C  0.694  -2.770  9.396
H  3.474  -3.101  8.071
H  5.014  -2.891  7.237
H  4.003  -4.309  6.900
H  3.206  -1.420  6.268
H  3.879  -2.543  5.093
H  -1.360  -0.869  5.391
H  -2.177  -2.095  4.434
H  0.395  -0.715  3.523
H  -1.222  -0.201  3.031
H  -0.609  -1.799  2.577
H  1.608  -4.455  8.387
H  -0.047  -4.719  8.899
H  1.390  -2.016  9.016
H  1.027  -3.064  10.391
H  -0.286  -2.299  9.478
C  0.162  -0.653  -5.724
C  -0.613  0.085  -6.795
O  -1.813  -0.618  -7.150
P  -3.219  -0.227  -6.497
O  -3.306  1.216  -6.241
O  -4.216  -0.543  -7.720
C  -5.180  0.413  -8.156
C  -4.686  1.151  -9.383
O  -3.602  -1.575  -5.744
C  -3.046  -1.890  -4.452
C  -3.116  -0.738  -3.472
H  -0.379  -0.641  -4.775
H  1.131  -0.188  -5.557
H  0.317  -1.695  -6.007
H  -0.838  1.102  -6.473
H  -0.017  0.156  -7.705
H  -5.427  1.110  -7.356
H  -6.087  -0.145  -8.395
H  -3.710  1.599  -9.197
H  -5.386  1.937  -9.669
H  -4.575  0.461  -10.221
H  -2.019  -2.240  -4.578
H  -3.625  -2.732  -4.075
H  -2.519  0.112  -3.812
H  -2.737  -1.045  -2.497
H  -4.145  -0.393  -3.358

---

Name the least stable of them. A).